Entry 1:
The following is a quantum chemistry calculation of C19H18CuN2O13 as an isolated structure in a non-equilibrium geometry, from OMol25.

Calculated values
Energy relative to the best compared isomer or geometry (same formula, charge and spin) = 8.7 kcal per mole
LUMO energy (spin up / spin down) = 6.77 / 6.77 eV
E = -94222.5224 eV
Expectation value of S² = 0.757
Gap between HOMO and LUMO (spin up / spin down) = 2.24 / 2.24 eV

ORCA input file:
```
! wB97M-V def2-TZVPD RIJCOSX def2/J DEFGRID3
* xyz -4 2
Cu 0.74933 -0.56200 0.43466
C -2.80708 -5.11766 1.09737
C -1.97833 -3.96386 1.25805
C -1.34519 -3.34900 -0.03842
O -0.67241 -2.30144 0.05532
C -1.46270 -4.07842 -1.23981
C -2.26022 -5.24686 -1.36840
C -2.96401 -5.79463 -0.11332
O -3.56119 -6.90718 -0.19429
O -2.29631 -5.91164 -2.42421
O -1.70928 -3.48522 2.36527
H -3.20126 -5.54104 2.01811
H -1.09949 -3.61262 -2.14825
C 0.78287 -0.83884 -4.03729
C -0.21843 -0.60140 -5.02503
C -1.62864 -0.11370 -4.56940
O -2.47624 0.09161 -5.46225
C -1.78798 0.18420 -3.19904
C -0.74187 0.10160 -2.26040
C 0.59726 -0.48531 -2.69585
O 1.51611 -0.64196 -1.83797
O -0.90991 0.50960 -1.08920
O 0.00665 -0.81614 -6.22936
H 1.74141 -1.19175 -4.39396
H -2.78551 0.49367 -2.90592
C 2.05958 -2.17544 2.10153
O 2.61462 -1.70624 1.04508
O 0.94949 -1.51867 2.39142
O 2.36622 -3.20401 2.73394
C 1.60057 2.66015 0.07668
O 1.56206 1.49135 0.30931
N 2.66570 3.28639 -0.51854
C 2.74340 4.71165 -0.63781
C 3.79003 2.52983 -1.01263
H 0.78596 3.37860 0.30484
H 3.47891 5.14312 0.05332
H 1.78575 5.22305 -0.52561
H 3.02486 4.96303 -1.66992
H 3.89747 2.59701 -2.09436
H 4.68965 2.87794 -0.48064
H 3.70937 1.48883 -0.69729
C -1.37632 1.39640 2.38740
O -0.61703 0.69016 1.80026
N -0.96455 2.29808 3.35308
C -1.92370 2.80435 4.29130
C 0.44486 2.45539 3.67955
H -2.45573 1.46273 2.16529
H -2.91084 2.95622 3.84930
H -1.63081 3.76160 4.73222
H -2.07015 2.07497 5.10382
H 1.05698 1.80395 3.06101
H 0.63935 3.51289 3.46599
H 0.59672 2.21668 4.73502
*
```

Mulliken atomic charge list, values in e, 2 entries: Cu 1.394; C -1.055


Entry 2:
The following is a quantum chemistry calculation of C23H22N4O3S2Tc as an isolated structure in a non-equilibrium geometry, from OMol25.

Calculated values
LUMO energy (spin up / spin down) = -8.61 / -9.28 eV
E = -60161.8477 eV
Expectation value of S² = 3.785
Gap between HOMO and LUMO (spin up / spin down) = 5.25 / 4.58 eV

ORCA input file:
```
! wB97M-V def2-TZVPD RIJCOSX def2/J DEFGRID3
* xyz 2 4
Tc -1.39502 0.25477 -0.52081
C 2.64080 -0.48801 -1.02290
C 1.19898 -0.69979 -0.89072
N 0.44925 0.43286 -0.94060
N 0.96403 1.67489 -1.06971
C 0.10156 2.66367 -1.07253
S -1.71785 2.38957 -1.05928
S 0.60173 4.32604 -1.12837
C 1.16619 4.43265 -2.90715
C 2.41223 3.70038 -3.32337
C 2.30079 2.47908 -4.01324
C 3.41677 1.68791 -4.23560
C 4.65711 2.16845 -3.84320
C 4.80163 3.41569 -3.25218
C 3.67790 4.20197 -3.01596
C 0.72535 -2.05894 -0.74466
C 1.72558 -3.01046 -0.56381
C 1.46408 -4.37955 -0.55457
C 0.16096 -4.82937 -0.65382
C -0.90257 -3.95669 -0.77324
C -0.65502 -2.57628 -0.77365
O -1.68734 -1.68822 -0.83104
H 2.84912 0.56520 -1.25321
H 3.04364 -1.11490 -1.84316
H 3.11574 -0.80004 -0.07648
H 1.31937 5.51051 -3.08903
H 0.29427 4.14325 -3.53053
H 1.32041 2.16729 -4.33064
H 3.31356 0.70737 -4.69169
H 5.53140 1.56799 -4.04249
H 5.78710 3.77634 -2.94066
H 3.80460 5.17421 -2.55388
H 2.72461 -2.65324 -0.43410
H 2.25742 -5.12018 -0.48396
H -0.04722 -5.89560 -0.68389
H -1.92810 -4.31071 -0.81095
O -6.70980 -1.72503 4.70993
C -5.58902 -2.46181 4.36344
N -4.57486 -1.66315 3.66361
C -3.36290 -1.47153 4.20889
O -3.04631 -2.03399 5.29306
C -2.44423 -0.57364 3.46613
C -1.47536 0.16847 4.18284
C -0.61822 1.03233 3.47478
C -0.68387 1.00756 2.10287
N -1.57600 0.26227 1.45065
C -2.47207 -0.52250 2.09778
H -6.38108 -0.86615 5.00737
H -5.94794 -3.25711 3.67982
H -5.08098 -2.91413 5.23284
H -4.90944 -1.15216 2.83285
H -1.46428 0.05200 5.25194
H 0.08595 1.68053 3.98162
H -0.04320 1.62413 1.46891
H -3.19945 -1.04418 1.48576
*
```

Mulliken atomic charge list, values in e, 2 entries: Tc 0.342; C -1.719


Entry 3:
The following is a quantum chemistry calculation of C4H10N2 in the gas phase in a non-equilibrium geometry, from OMol25.

Calculated values
Energy relative to the best compared isomer or geometry (same formula, charge and spin) = 104.1 kcal per mole
LUMO energy = -0.15 eV
SMILES = C=NCCCN
E = -7286.1053 eV
Gap between HOMO and LUMO = 8.14 eV

ORCA input file:
```
! wB97M-V def2-TZVPD RIJCOSX def2/J DEFGRID3
* xyz 0 1
C 2.13545 -0.13187 -0.64117
N 1.10974 -0.85629 -0.36329
C -0.15040 -0.51111 -1.20325
C -1.06841 0.49470 -0.43552
C -1.27486 -0.20264 0.86863
N -0.33598 0.39928 1.98161
H 3.08799 -0.50798 -0.95009
H 2.15487 0.92503 -0.21216
H 0.17119 -0.11273 -2.18333
H -0.83801 -1.37077 -1.24376
H -1.96146 0.67332 -0.99079
H -0.67547 1.45873 -0.29277
H -0.71609 -1.26028 0.95487
H -2.29489 -0.16972 1.19750
H 0.11965 1.34690 1.62422
H 0.53669 -0.17457 1.88929
*
```

Mulliken atomic charge list, values in e, 2 entries: C -0.304; N -0.401


Entry 4:
The following is a quantum chemistry calculation of an isolated ion of composition C15H24N5O and charge +1 in a non-equilibrium geometry, from OMol25.

Calculated values
LUMO energy = -2.50 eV
E = -25432.8642 eV
Gap between HOMO and LUMO = 8.93 eV

ORCA input file:
```
! wB97M-V def2-TZVPD RIJCOSX def2/J DEFGRID3
* xyz 1 1
C 3.91455 -1.60507 2.61727
O 3.34580 -0.28995 2.80223
C 2.02478 -0.12452 2.51774
C 1.47200 1.13390 2.84890
C 0.17762 1.43192 2.47310
C -0.60850 0.46435 1.83965
C -1.98290 0.88152 1.35218
N -3.01767 -0.11166 1.43868
C -4.37866 0.41376 1.29629
C -2.90265 -1.15985 2.43598
C -0.05328 -0.75489 1.43621
C 1.22621 -1.09220 1.86216
H 4.93503 -1.50289 2.98572
H 3.36614 -2.35627 3.20461
H 3.91520 -1.89062 1.55537
H 2.08218 1.85185 3.38476
H -0.25972 2.41884 2.65060
H -2.31410 1.77208 1.90074
H -5.08002 -0.39562 1.52884
H -4.56306 1.23631 2.00391
H -4.57059 0.76407 0.27568
H -3.89362 -1.39949 2.82209
H -2.50106 -2.08193 1.99906
H -2.26582 -0.86854 3.27460
H -0.61137 -1.46166 0.81490
H 1.63187 -2.08652 1.66900
N -2.60032 5.35469 3.51370
N -2.40037 4.59331 2.67932
N -2.05420 3.67945 1.91026
C -2.55530 3.83477 0.52158
C -1.99629 2.82579 -0.46818
C -2.81501 2.69084 -1.73178
C -2.59046 1.27754 -2.29100
C -2.23758 0.37543 -1.12743
N -1.77973 1.33430 -0.01726
H -3.66669 3.84415 0.49096
H -2.21636 4.82042 0.14043
H -0.97707 3.17057 -0.71232
H -3.87938 2.85605 -1.49573
H -2.51539 3.46769 -2.44565
H -3.47960 0.88942 -2.79971
H -1.76500 1.26490 -3.01309
H -3.08483 -0.18062 -0.72473
H -1.41061 -0.32884 -1.30478
H -0.76304 1.32726 -0.14943
*
```

Mulliken atomic charge list, values in e, 2 entries: C -0.803; O -0.432


What did the third record say?
The following is a quantum chemistry calculation of C4H10N2 in the gas phase in a non-equilibrium geometry, from OMol25.

Calculated values
Energy relative to the best compared isomer or geometry (same formula, charge and spin) = 104.1 kcal per mole
LUMO energy = -0.15 eV
SMILES = C=NCCCN
E = -7286.1053 eV
Gap between HOMO and LUMO = 8.14 eV

ORCA input file:
```
! wB97M-V def2-TZVPD RIJCOSX def2/J DEFGRID3
* xyz 0 1
C 2.13545 -0.13187 -0.64117
N 1.10974 -0.85629 -0.36329
C -0.15040 -0.51111 -1.20325
C -1.06841 0.49470 -0.43552
C -1.27486 -0.20264 0.86863
N -0.33598 0.39928 1.98161
H 3.08799 -0.50798 -0.95009
H 2.15487 0.92503 -0.21216
H 0.17119 -0.11273 -2.18333
H -0.83801 -1.37077 -1.24376
H -1.96146 0.67332 -0.99079
H -0.67547 1.45873 -0.29277
H -0.71609 -1.26028 0.95487
H -2.29489 -0.16972 1.19750
H 0.11965 1.34690 1.62422
H 0.53669 -0.17457 1.88929
*
```

Mulliken atomic charge list, values in e, 2 entries: C -0.304; N -0.401